Density functional theory data (ωB97M-V/def2-TZVPD) for a 9-piece molecular cluster, C60H116Br2N10 overall in a non-equilibrium geometry.

Values from the calculation:
Kohn-Sham gap in eV: 4.5
E_HOMO in eV: -17.99
DFT total energy in hartree: -8048.96977
Charge: +6
Multiplicity: 1

Each line ends with the Mulliken charge.
Atoms and positions in Å:
1 C -8.88766 -12.98188 -11.85478  -1.218
2 C -10.15923 -13.67461 -12.36790  -0.496
3 C -10.33854 -14.90426 -11.57093  -0.387
4 N -9.88957 -16.21100 -12.33704  0.051
5 C -9.90851 -17.46448 -11.43047  -0.049
6 C -8.97191 -17.37816 -10.21026  -0.651
7 C -7.51692 -17.25252 -10.70745  -0.384
8 C -7.43311 -15.99623 -11.56210  -0.832
9 C -8.39043 -16.12137 -12.77309  -0.693
10 C -10.72255 -16.51190 -13.63145  -1.065
11 H -8.76520 -13.03360 -10.77292  0.332
12 H -8.72913 -11.96937 -12.22597  0.414
13 H -8.00617 -13.38112 -12.35646  0.232
14 H -10.16369 -13.81653 -13.44862  0.287
15 H -11.01456 -13.01737 -12.21127  0.449
16 H -11.40623 -15.07969 -11.43918  0.423
17 H -9.77556 -14.89105 -10.63767  0.429
18 H -10.96095 -17.51238 -11.15085  0.671
19 H -9.55333 -18.31613 -12.01068  -0.530
20 H -9.41178 -16.69993 -9.47908  0.486
21 H -9.11841 -18.31571 -9.67395  0.172
22 H -6.76706 -17.19702 -9.91833  0.655
23 H -7.26274 -18.12442 -11.31019  -0.316
24 H -7.55706 -15.21680 -10.81028  0.235
25 H -6.38252 -15.93419 -11.84586  0.456
26 H -8.46854 -15.24377 -13.41482  0.809
27 H -8.18167 -16.98409 -13.40575  0.254
28 H -10.55505 -17.55272 -13.90845  0.140
29 H -10.63282 -15.76309 -14.41842  0.614
30 H -11.72843 -16.45425 -13.21553  0.339
31 C -14.75359 -22.75471 -8.25240  -1.236
32 C -15.26676 -21.34530 -8.29574  0.540
33 C -16.78815 -21.40438 -8.47686  -1.449
34 N -17.50487 -20.02948 -8.81718  0.075
35 C -19.04445 -20.17526 -8.68645  -0.643
36 C -19.60302 -20.29901 -7.15839  -0.745
37 C -19.12098 -19.08124 -6.30934  -0.673
38 C -17.55921 -19.12408 -6.46473  -0.605
39 C -17.02683 -18.87182 -7.88789  -0.113
40 C -17.29551 -19.78089 -10.36766  -0.930
41 H -13.67834 -22.88246 -8.12741  -0.051
42 H -14.98786 -23.25507 -9.19200  0.384
43 H -15.22668 -23.38552 -7.49982  0.498
44 H -14.76900 -20.92968 -9.17186  0.137
45 H -14.95132 -20.76649 -7.42765  0.334
46 H -17.29444 -21.74459 -7.57351  0.607
47 H -17.17339 -22.02863 -9.28308  0.415
48 H -19.35177 -21.09102 -9.19146  0.425
49 H -19.36268 -19.38454 -9.36585  0.501
50 H -19.44962 -21.30139 -6.75863  0.360
51 H -20.68883 -20.24070 -7.08287  0.427
52 H -19.35729 -19.31145 -5.27047  0.362
53 H -19.54079 -18.15328 -6.69759  0.320
54 H -17.04777 -19.96463 -5.99568  0.264
55 H -17.18766 -18.22301 -5.97675  0.421
56 H -15.93859 -18.87472 -7.94984  -0.134
57 H -17.38722 -17.90295 -8.23361  0.532
58 H -17.65326 -20.63453 -10.94334  0.421
59 H -16.21497 -19.68517 -10.47427  -0.050
60 H -17.81280 -18.87167 -10.67400  0.531
61 C -8.38683 -20.30182 -14.52168  0.272
62 C -7.57913 -20.30227 -15.77674  0.168
63 C -6.18018 -20.84857 -15.57861  -0.959
64 N -5.26990 -20.90008 -16.85572  0.310
65 C -5.23718 -19.50286 -17.54661  -0.574
66 C -4.14308 -19.45314 -18.64650  -0.858
67 C -2.74497 -19.83991 -18.28122  -0.622
68 C -2.84485 -21.15583 -17.48772  -1.019
69 C -3.82275 -21.14411 -16.34158  -0.542
70 C -5.81354 -21.97312 -17.90265  -0.938
71 H -9.45452 -20.40282 -14.71650  -0.357
72 H -8.34817 -19.36039 -13.97367  -0.359
73 H -8.22509 -21.21198 -13.94416  0.049
74 H -7.56909 -19.30865 -16.22476  0.386
75 H -8.09457 -21.03336 -16.39957  0.046
76 H -6.21212 -21.86617 -15.18929  0.400
77 H -5.59636 -20.41918 -14.76443  0.357
78 H -5.09571 -18.78039 -16.74279  0.414
79 H -6.22322 -19.43851 -18.00671  0.483
80 H -4.18859 -18.53382 -19.23036  0.448
81 H -4.45344 -20.13377 -19.43930  0.330
82 H -2.30007 -19.16036 -17.55433  0.302
83 H -2.11300 -19.90984 -19.16656  0.386
84 H -1.91657 -21.46009 -17.00418  0.444
85 H -2.94515 -21.99535 -18.17564  0.361
86 H -3.47258 -20.27954 -15.77768  0.375
87 H -3.85167 -22.02168 -15.69571  0.531
88 H -6.03448 -22.92584 -17.42137  0.366
89 H -5.28416 -21.82223 -18.84344  0.378
90 H -6.81330 -21.68016 -18.22320  0.394
91 C -14.03694 -16.55056 -15.52253  -1.362
92 C -13.82845 -17.95213 -15.95288  -0.255
93 C -14.06428 -18.88148 -14.74583  -0.529
94 N -14.07451 -20.34771 -15.24028  0.509
95 C -15.26277 -20.67054 -16.25662  -0.736
96 C -16.70795 -20.61882 -15.64677  -1.005
97 C -16.81213 -21.58867 -14.38099  -0.880
98 C -15.71332 -21.19583 -13.35287  -0.357
99 C -14.25446 -21.32694 -14.05308  -0.292
100 C -12.66842 -20.70052 -15.80371  -0.660
101 H -15.08308 -16.45496 -15.23174  0.375
102 H -13.98721 -15.98020 -16.45006  0.457
103 H -13.36102 -16.09507 -14.79882  0.236
104 H -12.81115 -18.09728 -16.31640  0.260
105 H -14.65442 -18.08450 -16.65170  0.210
106 H -15.12476 -18.73558 -14.54038  0.683
107 H -13.38135 -18.79388 -13.90083  0.004
108 H -14.97333 -20.18934 -17.19084  0.607
109 H -15.13320 -21.70963 -16.55927  0.442
110 H -17.06419 -19.59552 -15.52828  0.388
111 H -17.43808 -20.88671 -16.41048  0.470
112 H -17.75347 -21.38275 -13.87149  0.433
113 H -16.68747 -22.63532 -14.65860  0.369
114 H -15.88172 -20.16032 -13.05713  0.118
115 H -15.93520 -21.79069 -12.46687  0.436
116 H -13.59531 -20.94966 -13.27123  -0.156
117 H -13.99235 -22.36099 -14.27698  0.543
118 H -12.46762 -21.75785 -15.63098  -0.012
119 H -12.01839 -20.09896 -15.16835  0.170
120 H -12.40678 -20.41349 -16.82217  0.373
121 C -8.48817 -27.40591 -7.49748  -0.869
122 N -9.10727 -26.06268 -7.44843  0.172
123 C -8.39438 -25.03113 -6.95601  -0.738
124 C -8.98797 -23.79638 -6.78487  -0.369
125 C -10.20006 -23.55508 -7.32031  0.408
126 C -10.90837 -24.63622 -7.86526  -0.538
127 C -10.38055 -25.92505 -7.88227  -0.543
128 C -10.88648 -22.16427 -7.38223  0.862
129 C -10.97443 -21.35638 -6.20042  -0.624
130 C -11.42577 -20.01277 -6.27979  -0.521
131 N -11.72044 -19.46097 -7.50074  0.184
132 C -11.72977 -20.25210 -8.61894  -1.386
133 C -11.37853 -21.68070 -8.58864  -0.497
134 C -12.13488 -17.96280 -7.65754  -0.522
135 H -9.08749 -28.18395 -7.97033  0.337
136 H -8.03758 -27.61977 -6.52829  0.409
137 H -7.62353 -27.32876 -8.15668  0.297
138 H -7.37740 -25.21498 -6.64240  0.649
139 H -8.47542 -22.97642 -6.30387  0.634
140 H -11.88457 -24.44368 -8.28522  0.556
141 H -10.92764 -26.78587 -8.23737  0.430
142 H -10.46499 -21.61223 -5.28313  0.573
143 H -11.39016 -19.32720 -5.44604  0.552
144 H -12.07138 -19.85113 -9.56177  0.823
145 H -11.42288 -22.21470 -9.52633  0.696
146 H -11.30010 -17.45541 -8.14107  0.052
147 H -12.39580 -17.63424 -6.65153  0.427
148 H -13.12900 -18.01354 -8.10168  0.268
149 C -3.55817 -25.50616 -10.59088  -1.262
150 C -5.09451 -25.57935 -10.80518  -0.500
151 N -5.71103 -24.34720 -10.31987  0.634
152 C -5.73696 -23.91303 -8.99461  -0.863
153 C -6.16629 -22.65086 -9.01895  -0.411
154 N -6.56947 -22.33718 -10.32337  0.437
155 C -6.30514 -23.34703 -11.13758  -0.907
156 C -7.07946 -21.02934 -10.81529  -0.981
157 H -3.22562 -24.48639 -10.78471  0.356
158 H -2.99501 -26.02553 -11.36625  0.379
159 H -3.17173 -25.48296 -9.57194  0.382
160 H -5.39190 -26.43385 -10.19733  0.191
161 H -5.56175 -25.90648 -11.73404  0.501
162 H -5.36163 -24.50246 -8.17114  0.652
163 H -6.25262 -21.86011 -8.28844  0.606
164 H -6.43392 -23.31272 -12.20933  0.794
165 H -8.14321 -20.84321 -10.66735  0.297
166 H -6.80054 -20.67527 -11.80773  0.219
167 H -6.61107 -20.28187 -10.17498  0.439
168 C -10.26399 -23.93138 -16.88832  -0.936
169 C -11.06230 -24.83769 -15.93450  -0.343
170 N -10.16135 -25.21497 -14.80371  0.267
171 C -9.16765 -26.18346 -14.78566  -0.723
172 C -8.73851 -26.36759 -13.49237  -0.248
173 N -9.36165 -25.40503 -12.69806  0.304
174 C -10.39912 -24.78224 -13.49953  -0.483
175 C -9.11708 -25.20778 -11.23216  -0.572
176 H -10.81535 -23.69742 -17.79902  0.456
177 H -9.33403 -24.39951 -17.21099  0.454
178 H -9.90739 -23.02591 -16.39734  0.048
179 H -11.48019 -25.72296 -16.41384  0.365
180 H -11.94408 -24.35471 -15.51345  0.095
181 H -8.80878 -26.59813 -15.71607  0.511
182 H -8.02301 -26.94511 -12.92587  0.523
183 H -11.17483 -24.10330 -13.17748  0.499
184 H -8.81174 -24.18052 -11.03313  0.057
185 H -8.42577 -25.95838 -10.84904  0.272
186 H -10.11756 -25.25828 -10.80251  0.405
187 Br -10.87406 -21.13504 -12.18589  -0.543
188 Br -14.34366 -17.68126 -11.24121  -0.655